1.
121
Properties=species:S:1:pos:R:3 method="wB97M-V/def2-TZVPD" homo_ev=-9.5 charge=+1 orbital_gap_ev=7.65 e_tot_ev=-162787.0122 de_lowest_kcal_mol=14.6
Sr -0.36 1.32 0.35
N -0.65 0.84 2.92
C 0.30 -0.13 3.50
C 1.71 0.22 3.08
N 1.82 0.26 1.60
H -0.51 1.76 3.32
H -1.61 0.59 3.13
H 0.04 -1.12 3.12
H 0.25 -0.17 4.59
H 2.41 -0.49 3.53
H 1.98 1.21 3.45
H 1.83 -0.69 1.23
H 2.71 0.67 1.34
C -3.67 -0.75 -0.59
C -3.85 0.51 0.21
C -5.08 0.83 0.75
C -5.18 2.01 1.49
C -4.09 2.83 1.65
C -2.85 2.48 1.06
N -2.76 1.29 0.37
N -1.71 3.22 1.14
Si -1.63 4.88 1.54
C -1.98 5.26 3.33
C -2.77 5.90 0.47
C 0.14 5.44 1.22
H -4.59 -1.03 -1.10
H -3.39 -1.59 0.06
H -2.88 -0.63 -1.33
H -5.93 0.18 0.59
H -6.13 2.29 1.93
H -4.17 3.75 2.21
H -3.03 5.08 3.60
H -1.77 6.31 3.54
H -1.36 4.65 3.98
H -3.78 5.49 0.46
H -2.42 5.92 -0.57
H -2.82 6.93 0.82
H 0.73 5.40 2.14
H 0.17 6.47 0.84
H 0.64 4.80 0.48
S 3.35 3.28 1.40
C 3.62 4.93 1.42
N 3.49 5.72 2.48
C 3.53 7.16 2.26
C 4.37 7.35 1.00
S 4.09 5.85 0.02
H 3.15 5.32 3.34
H 3.98 7.66 3.11
H 2.51 7.54 2.12
H 5.43 7.43 1.23
H 4.06 8.22 0.43
N -0.54 3.12 -1.76
C -0.84 2.47 -2.99
C 0.07 2.48 -4.04
C -0.19 1.76 -5.19
C -1.35 1.01 -5.30
C -2.26 1.00 -4.26
C -2.02 1.73 -3.10
H -1.34 3.52 -1.29
H 0.18 3.83 -1.86
H 0.99 3.06 -3.95
H 0.53 1.78 -6.00
H -1.55 0.45 -6.21
H -3.18 0.44 -4.34
H -2.73 1.73 -2.28
N 5.06 2.53 -1.75
C 4.76 1.67 -2.75
O 5.49 1.47 -3.69
C 3.43 0.96 -2.66
C 3.11 0.02 -3.64
C 1.89 -0.63 -3.57
C 1.03 -0.31 -2.53
N 1.33 0.58 -1.58
C 2.51 1.20 -1.67
H 5.97 2.97 -1.79
H 4.53 2.64 -0.90
H 3.83 -0.18 -4.42
H 1.59 -1.35 -4.31
H 0.06 -0.79 -2.46
H 2.70 1.94 -0.90
C -1.11 -4.12 2.90
C -1.35 -4.97 1.63
C -1.10 -6.45 1.99
C -2.83 -4.80 1.29
Si -0.22 -4.46 0.18
Br -0.27 -2.15 0.22
C 1.63 -4.85 0.42
C 1.90 -6.34 0.10
C 2.06 -4.58 1.87
C 2.55 -4.00 -0.47
C -0.91 -4.88 -1.54
C 0.12 -4.58 -2.64
C -2.17 -4.08 -1.90
C -1.25 -6.39 -1.61
H -1.73 -4.53 3.70
H -1.43 -3.08 2.74
H -0.08 -4.11 3.24
H -1.83 -6.76 2.74
H -0.11 -6.62 2.41
H -1.22 -7.12 1.13
H -3.42 -5.05 2.18
H -3.16 -5.47 0.49
H -3.08 -3.78 1.01
H 1.30 -7.02 0.70
H 2.95 -6.56 0.30
H 1.72 -6.57 -0.95
H 1.57 -5.23 2.59
H 1.89 -3.55 2.16
H 3.14 -4.77 1.95
H 2.42 -4.18 -1.53
H 3.59 -4.26 -0.22
H 2.43 -2.93 -0.29
H 0.46 -3.54 -2.61
H -0.35 -4.75 -3.62
H 1.00 -5.23 -2.59
H -1.96 -3.01 -1.95
H -3.00 -4.23 -1.21
H -2.51 -4.40 -2.89
H -0.40 -7.03 -1.37
H -1.57 -6.63 -2.63
H -2.07 -6.66 -0.95

---

2.
113
Properties=species:S:1:pos:R:3 method="wB97M-V/def2-TZVPD" s_squared=2.030 homo_ev="-5.4 / -7.7" orbital_gap_ev="5.90 / 8.10" e_tot_ev=-79842.7628 spin_multiplicity=3 de_lowest_kcal_mol=15.8
Ti -0.53 1.05 -1.16
C -1.97 2.29 0.32
C -2.77 1.34 1.00
C -1.87 0.53 1.79
C -0.57 1.04 1.57
C -0.60 2.18 0.72
C 0.35 3.36 0.94
C 0.28 3.70 2.44
C -0.09 4.60 0.16
C 1.79 3.00 0.58
C -2.06 -0.46 2.94
C -0.75 -1.24 3.19
C -2.37 0.36 4.21
C -3.14 -1.54 2.78
C -4.26 1.23 0.71
C -4.73 2.30 -0.29
C -4.60 -0.12 0.04
C -5.11 1.43 1.98
H -2.37 3.18 -0.15
H 0.33 0.73 2.10
H -0.76 3.80 2.76
H 0.79 4.64 2.64
H 0.74 2.92 3.04
H -1.06 4.96 0.51
H -0.15 4.40 -0.90
H 0.64 5.40 0.31
H 2.06 2.01 0.96
H 2.48 3.72 1.01
H 1.92 3.02 -0.50
H 0.01 -0.61 3.65
H -0.35 -1.64 2.25
H -0.94 -2.07 3.86
H -1.60 1.12 4.36
H -2.40 -0.29 5.08
H -3.33 0.86 4.12
H -2.90 -2.21 1.95
H -4.13 -1.12 2.63
H -3.18 -2.13 3.69
H -4.26 2.16 -1.26
H -4.54 3.31 0.06
H -5.81 2.20 -0.44
H -4.12 -0.16 -0.94
H -5.68 -0.20 -0.11
H -4.27 -0.97 0.62
H -4.83 2.36 2.47
H -4.97 0.62 2.70
H -6.17 1.47 1.73
C -1.20 1.75 -5.05
C -1.36 2.51 -3.74
C -2.18 3.78 -3.94
O -1.99 1.65 -2.77
C 0.07 2.91 -3.20
O 0.79 3.61 -3.88
O 0.29 2.46 -2.03
H -2.17 1.51 -5.48
H -0.65 0.82 -4.88
H -0.64 2.37 -5.74
H -3.17 3.55 -4.32
H -1.67 4.43 -4.64
H -2.28 4.32 -2.99
H -2.43 2.22 -2.11
O -1.72 -0.53 -0.71
C -1.35 -1.90 -0.77
C -1.66 -2.47 -2.15
C -1.28 -1.47 -3.24
C 0.17 -1.06 -3.17
C 1.06 -1.59 -4.08
C 2.40 -1.21 -4.06
C 2.80 -0.31 -3.07
C 1.87 0.15 -2.17
N 0.55 -0.18 -2.20
H -1.94 -0.29 0.24
H -1.91 -2.46 -0.01
H -0.28 -1.99 -0.55
H -2.73 -2.69 -2.24
H -1.11 -3.40 -2.26
H -1.92 -0.59 -3.12
H -1.48 -1.91 -4.22
H 0.70 -2.28 -4.82
H 3.10 -1.60 -4.79
H 3.82 0.03 -3.02
H 2.15 0.84 -1.38
C 3.39 -1.12 3.78
C 3.59 -2.24 2.77
C 3.10 -3.56 3.32
Sb 2.62 -1.58 0.86
C 2.03 -3.48 -0.18
C 0.98 -4.25 0.61
C 3.16 -4.41 -0.56
C 4.55 -1.26 -0.22
C 5.71 -2.14 0.21
C 4.94 0.21 -0.09
H 3.97 -1.31 4.69
H 2.34 -1.03 4.06
H 3.73 -0.16 3.38
H 4.66 -2.32 2.56
H 2.03 -3.53 3.51
H 3.60 -3.78 4.27
H 3.32 -4.37 2.64
H 1.57 -3.09 -1.10
H 1.44 -4.77 1.45
H 0.51 -5.00 -0.03
H 0.20 -3.60 1.00
H 3.69 -4.76 0.32
H 3.87 -3.92 -1.23
H 2.76 -5.28 -1.08
H 4.30 -1.48 -1.26
H 6.14 -1.78 1.14
H 6.50 -2.10 -0.54
H 5.41 -3.18 0.34
H 5.14 0.45 0.95
H 4.16 0.87 -0.46
H 5.85 0.41 -0.66

---

3.
145
Properties=species:S:1:pos:R:3 method="wB97M-V/def2-TZVPD" homo_ev=-8.8 orbital_gap_ev=8.86 e_tot_ev=-151863.0341
C -0.86 -0.74 -0.52
O -1.53 -0.96 0.47
N 0.49 -0.59 -0.55
C 1.17 -0.21 -1.76
C 1.29 -0.64 0.65
H -1.25 -0.65 -1.55
H 2.00 -0.89 -1.98
H 1.60 0.79 -1.76
H 0.49 -0.27 -2.61
H 2.03 0.15 0.82
H 0.67 -0.67 1.55
H 1.88 -1.56 0.64
C -0.34 -1.29 -5.24
O -0.99 -1.49 -4.22
N -0.27 -2.14 -6.27
C 0.32 -1.79 -7.55
C -0.97 -3.40 -6.28
H 0.24 -0.37 -5.41
H 0.86 -0.85 -7.43
H -0.48 -1.67 -8.29
H 0.90 -2.60 -7.99
H -1.75 -3.45 -7.04
H -0.33 -4.26 -6.54
H -1.38 -3.69 -5.31
C -2.22 -4.79 3.36
O -2.54 -3.74 3.89
N -1.29 -4.89 2.40
C -0.82 -6.16 1.87
C -0.57 -3.70 1.94
H -2.60 -5.78 3.66
H -1.19 -6.96 2.51
H 0.27 -6.22 1.88
H -1.25 -6.29 0.87
H -0.55 -3.65 0.86
H -1.07 -2.81 2.30
H 0.45 -3.73 2.33
C 6.28 -1.42 -2.01
O 7.37 -1.95 -1.93
N 6.06 -0.11 -1.75
C 4.71 0.32 -1.37
C 7.10 0.90 -1.65
H 5.34 -1.95 -2.21
H 4.63 0.19 -0.28
H 4.04 -0.45 -1.77
H 4.46 1.33 -1.68
H 6.74 1.78 -2.19
H 7.21 1.21 -0.61
H 8.08 0.58 -1.98
C -1.16 3.63 -4.11
O -1.06 4.80 -4.41
N -2.03 3.14 -3.21
C -1.98 1.73 -2.84
C -2.95 3.97 -2.43
H -0.58 2.85 -4.62
H -2.98 1.34 -2.72
H -1.44 1.57 -1.90
H -1.50 1.14 -3.62
H -2.53 4.11 -1.43
H -3.08 4.95 -2.87
H -3.90 3.44 -2.43
C -3.00 -0.61 5.07
O -3.95 -0.37 5.81
N -1.78 -0.07 5.20
C -0.73 -0.52 4.31
C -1.46 0.87 6.26
H -3.13 -1.28 4.22
H -0.06 -1.22 4.83
H -0.11 0.36 4.11
H -0.96 -0.93 3.33
H -0.63 0.45 6.85
H -1.11 1.78 5.77
H -2.27 1.08 6.95
C 3.13 -3.85 -2.65
O 4.31 -3.93 -2.40
N 2.13 -4.10 -1.77
C 0.76 -3.73 -2.08
C 2.48 -4.45 -0.41
H 2.73 -3.59 -3.65
H 0.63 -3.10 -2.95
H 0.34 -3.27 -1.18
H 0.17 -4.64 -2.25
H 2.40 -3.61 0.27
H 1.82 -5.27 -0.08
H 3.47 -4.89 -0.38
C 2.64 1.06 5.42
C 2.95 1.15 3.93
O 3.97 2.11 3.71
C 4.33 2.35 2.46
O 3.91 1.74 1.51
C 5.36 3.49 2.30
F 4.79 4.50 1.62
F 5.70 3.98 3.50
F 6.43 3.06 1.66
H 2.27 1.99 5.84
H 3.55 0.77 5.97
H 1.90 0.27 5.52
H 2.04 1.50 3.44
H 3.24 0.19 3.49
C -5.29 -1.29 2.32
C -4.61 -2.31 1.42
O -5.55 -3.05 0.64
C -6.02 -4.19 1.08
O -5.66 -4.77 2.06
C -6.98 -4.85 0.07
F -6.83 -4.30 -1.14
F -6.74 -6.16 0.02
F -8.27 -4.67 0.42
H -4.48 -0.63 2.63
H -5.77 -1.76 3.18
H -6.01 -0.70 1.75
H -3.99 -3.02 1.98
H -4.01 -1.74 0.71
C 3.46 7.54 0.61
C 3.66 6.43 -0.40
O 2.59 5.49 -0.23
C 2.69 4.34 -0.86
O 3.65 3.94 -1.45
C 1.43 3.50 -0.72
F 1.65 2.38 -0.04
F 0.44 4.11 -0.07
F 0.98 3.18 -1.93
H 3.42 7.16 1.64
H 2.48 8.00 0.46
H 4.24 8.29 0.53
H 4.64 5.96 -0.25
H 3.61 6.81 -1.41
C -1.36 2.21 1.90
C -2.52 2.97 2.52
O -2.41 4.32 2.13
C -3.28 4.92 1.34
O -4.22 4.42 0.81
C -2.99 6.41 1.14
F -4.14 7.07 0.94
F -2.35 7.01 2.12
F -2.29 6.50 -0.02
H -0.44 2.68 2.23
H -1.48 2.33 0.82
H -1.41 1.13 2.06
H -2.40 2.95 3.61
H -3.50 2.53 2.32
C -3.83 -3.06 -3.72
Cl -5.48 -3.52 -4.09
Cl -2.86 -4.54 -3.50
Cl -3.78 -2.00 -2.29
H -3.47 -2.47 -4.55